# 1
C21H28ClN2O3 | ωB97M-V with the def2-TZVPD basis set

Values from the calculation:
* energy: -43871.114 eV
* 2S+1: 1
* charge: +1
* energy above the lowest of the compared OMol25 structures with the same formula, charge and spin: 0.019 eV
* molar mass: 391.9 g mol⁻¹
* orbital gap: 8.491 eV

Each line ends with the Mulliken charge.
Atoms and positions in Å:
C -5.60 -1.24 -1.67  -1.282
C -4.75 -0.43 -0.72  -0.235
N -4.12 -1.32 0.29  0.077
C -3.14 -0.65 1.18  -1.606
C -1.95 -0.16 0.39  0.184
C -1.53 1.17 0.52  -0.654
C -0.42 1.64 -0.16  0.591
O 0.07 2.89 -0.08  -0.499
C -0.54 3.84 0.79  -0.318
C 0.26 5.13 0.69  -1.459
C 0.29 0.77 -1.03  1.052
O 1.33 1.31 -1.68  -0.383
C 1.96 0.56 -2.70  -1.132
C 2.82 -0.59 -2.12  0.924
O 2.54 -1.75 -2.31  -0.658
N 3.86 -0.15 -1.41  -0.110
C 4.75 -1.05 -0.70  -0.741
C 4.58 -0.93 0.82  -1.294
C 3.17 -1.26 1.24  0.706
C 2.31 -0.28 1.70  -0.349
C 1.03 -0.61 2.12  -0.620
C 0.60 -1.92 2.06  -0.368
C 1.44 -2.90 1.57  -0.877
C 2.72 -2.58 1.17  -0.177
C -0.13 -0.55 -1.15  -0.494
C -1.23 -1.00 -0.44  0.098
Cl -1.65 -2.69 -0.62  -0.349
H -6.05 -0.58 -2.41  0.396
H -5.00 -1.98 -2.20  0.353
H -6.41 -1.75 -1.15  0.373
H -5.35 0.32 -0.19  0.383
H -3.95 0.08 -1.25  0.259
H -3.55 -2.06 -0.21  0.301
H -4.85 -1.78 0.84  0.421
H -3.62 0.18 1.69  0.390
H -2.81 -1.38 1.93  0.315
H -2.08 1.82 1.17  0.458
H -1.58 4.00 0.47  0.364
H -0.53 3.46 1.82  0.372
H 0.26 5.48 -0.34  0.335
H -0.19 5.88 1.33  0.428
H 1.28 4.95 1.00  0.333
H 2.60 1.27 -3.23  0.484
H 1.23 0.14 -3.40  0.344
H 3.97 0.84 -1.25  0.270
H 5.79 -0.82 -0.98  0.376
H 4.51 -2.06 -1.04  0.388
H 5.28 -1.61 1.29  0.391
H 4.82 0.09 1.13  0.398
H 2.64 0.75 1.76  0.350
H 0.38 0.17 2.51  0.517
H -0.39 -2.18 2.42  0.497
H 1.10 -3.93 1.52  0.437
H 3.38 -3.35 0.80  0.419
H 0.41 -1.24 -1.78  0.620



# 2
C21H28F3O4Tc | ωB97M-V with the def2-TZVPD basis set

Values from the calculation:
* energy: -40759.112 eV
* expectation value of S²: 3.798
* 2S+1: 4
* charge: +1
* energy above the lowest of the compared OMol25 structures with the same formula, charge and spin: 2.246 eV
* molar mass: 499.4 g mol⁻¹
* orbital gap (alpha / beta): 6.832 / 1.988 eV

Each line ends with the Mulliken charge.
Atoms and positions in Å:
O 1.60 -1.39 0.11  -0.375
C 1.73 -2.64 -0.64  -0.354
C 2.29 -3.36 0.59  -0.890
H 2.38 -2.56 -1.53  0.299
H 0.71 -2.90 -0.97  0.346
C 2.04 -1.98 1.38  1.273
H 3.32 -3.71 0.42  0.289
H 1.65 -4.24 0.84  0.340
C 3.16 -1.01 1.80  -1.234
H 3.90 -0.83 1.00  0.265
H 3.71 -1.31 2.70  0.425
H 2.74 0.00 2.06  0.240
C 0.94 -2.06 2.43  -1.417
H 0.06 -2.52 1.99  0.400
H 0.64 -1.10 2.83  0.452
H 1.22 -2.67 3.31  0.458
Tc -2.49 1.30 1.13  0.200
C -3.97 -0.28 1.25  -0.029
C -4.58 -0.76 0.02  -0.703
C -3.58 -1.26 -0.82  -0.708
H -5.66 -0.86 -0.15  0.467
C -2.33 -1.14 -0.19  -0.630
C -2.55 -0.71 1.18  -0.141
H -2.01 -1.11 2.02  0.817
H -4.54 -0.12 2.17  0.466
H -3.76 -1.73 -1.80  0.465
H -1.37 -1.47 -0.57  0.189
C -2.84 2.35 3.05  0.117
C -2.22 1.07 3.21  -0.949
C -0.95 1.09 2.52  0.372
H -2.62 0.25 3.80  0.525
C -0.80 2.39 1.91  -0.558
C -1.96 3.17 2.27  -0.894
H -2.11 4.21 2.01  0.476
H -3.76 2.68 3.53  0.438
H -0.22 0.31 2.44  -0.422
H 0.04 2.69 1.29  0.502
O 2.43 0.76 -1.26  0.013
C 3.65 -0.05 -1.42  0.157
C 4.20 0.03 -2.84  -0.650
H 3.38 -1.10 -1.21  -0.230
H 4.42 0.24 -0.67  0.475
C 3.05 0.68 -3.64  -0.568
H 4.50 -0.94 -3.24  0.317
H 5.09 0.66 -2.84  0.301
C 1.93 0.98 -2.58  -0.149
H 2.63 -0.01 -4.39  0.284
H 3.38 1.57 -4.18  0.306
H 1.09 0.27 -2.75  0.208
H 1.59 2.03 -2.64  0.338
F -4.09 3.18 -2.76  -0.231
C -2.85 2.65 -2.73  0.582
F -2.79 1.67 -3.66  -0.242
F -1.96 3.62 -3.05  -0.251
C -2.54 2.12 -1.29  0.935
O -3.46 2.29 -0.44  -0.689
O -1.45 1.58 -0.99  -0.425



# 3
C21H28F9N2O8S3 | ωB97M-V with the def2-TZVPD basis set

Values from the calculation:
* energy: -98545.315 eV
* 2S+1: 1
* charge: +1
* molar mass: 703.6 g mol⁻¹
* orbital gap: 8.359 eV

Each line ends with the Mulliken charge.
Atoms and positions in Å:
O -0.71 -0.99 2.79  -0.609
S -0.64 -1.77 1.60  1.384
O -0.79 -3.14 1.93  -0.703
N -1.86 -1.38 0.46  -0.060
C -1.70 -1.43 -0.86  -0.364
N -2.79 -1.04 -1.49  0.165
C -3.72 -0.76 -0.48  -0.458
C -3.18 -0.94 0.76  0.735
C -3.79 -0.72 2.12  -0.759
C -4.89 0.41 2.11  -1.103
C -4.26 1.66 1.44  0.522
C -4.90 2.18 0.30  -0.279
C -4.39 3.29 -0.39  -0.667
C -3.21 3.89 0.08  -0.493
C -2.58 3.37 1.21  -0.648
C -3.08 2.26 1.91  -0.279
C 1.08 -1.61 0.88  0.161
F 1.92 -2.04 1.80  -0.131
F 1.12 -2.50 -0.15  -0.253
C 1.43 -0.18 0.30  0.852
F 0.32 0.58 0.12  -0.193
F 1.91 -0.40 -0.96  -0.311
C 2.57 0.59 1.05  0.444
F 2.77 1.73 0.33  -0.281
F 3.74 -0.06 1.04  -0.211
C 2.24 1.05 2.51  0.586
F 3.00 2.14 2.75  -0.254
F 2.56 0.15 3.44  -0.216
F 0.96 1.42 2.67  -0.176
H -0.80 -1.71 -1.43  0.545
H -3.00 -0.94 -2.48  0.205
H -4.75 -0.43 -0.58  0.299
H -4.16 -1.65 2.58  0.531
H -3.00 -0.35 2.80  0.216
H -5.68 0.05 1.42  0.337
H -5.27 0.62 3.11  0.441
H -5.82 1.74 -0.11  0.414
H -4.88 3.67 -1.29  0.406
H -2.80 4.74 -0.47  0.403
H -1.65 3.82 1.56  0.405
H -2.59 1.83 2.78  0.414
O -2.74 0.09 -4.89  -0.592
S -3.07 0.56 -6.20  1.129
O -2.82 -0.24 -7.36  -0.585
O -2.43 2.00 -6.41  -0.271
C -1.02 2.16 -6.19  -0.256
C -0.20 1.63 -7.34  -1.012
C -4.76 1.07 -6.22  -0.957
H -0.73 1.70 -5.24  0.247
H -0.85 3.23 -6.08  0.286
H -0.28 0.55 -7.42  0.300
H 0.86 1.88 -7.21  0.388
H -0.55 2.05 -8.29  0.274
H -4.95 1.71 -5.36  0.309
H -5.38 0.17 -6.17  0.374
H -4.96 1.59 -7.15  0.340
O 8.21 -3.59 4.79  -0.631
S 7.46 -2.37 4.82  1.201
O 6.51 -2.11 5.86  -0.603
O 6.73 -2.18 3.41  -0.246
C 5.91 -3.26 2.92  -0.458
C 4.57 -3.31 3.62  -0.835
C 8.55 -1.00 4.69  -0.931
H 6.44 -4.21 3.01  0.361
H 5.76 -3.08 1.86  0.277
H 4.68 -3.59 4.67  0.395
H 3.92 -4.05 3.15  0.377
H 4.08 -2.34 3.59  0.098
H 9.24 -1.17 3.87  0.317
H 9.10 -0.92 5.63  0.376
H 7.97 -0.10 4.52  0.309



# 4
C21H28N2O6S2 | ωB97M-V with the def2-TZVPD basis set

Values from the calculation:
* energy: -59166.864 eV
* 2S+1: 1
* energy above the lowest of the compared OMol25 structures with the same formula, charge and spin: 0.376 eV
* molar mass: 468.6 g mol⁻¹
* orbital gap: 9.133 eV

Each line ends with the Mulliken charge.
Atoms and positions in Å:
C -2.18 -4.72 -0.24  -1.178
C -1.39 -3.44 0.04  -0.700
N -2.07 -2.23 -0.39  0.536
C -2.16 -1.94 -1.80  -0.883
C -0.92 -1.21 -2.30  -0.904
S -3.43 -1.80 0.49  1.343
O -3.25 -2.26 1.83  -0.767
O -4.64 -2.16 -0.19  -0.712
C -3.26 -0.02 0.43  -0.426
C -4.30 0.78 0.02  -0.734
C -4.12 2.16 -0.04  -0.517
C -2.90 2.72 0.30  1.014
O -2.61 4.05 0.26  -0.465
C -3.61 4.94 -0.19  -0.983
C -1.83 1.88 0.71  -0.287
N -0.62 2.50 0.99  0.010
C 0.58 1.91 1.23  0.284
O 0.73 0.73 1.45  -0.609
C 1.76 2.88 1.24  -0.629
C 2.96 2.14 0.70  -0.738
S 2.49 1.41 -0.93  1.331
O 3.55 1.72 -1.86  -0.757
O 1.17 1.88 -1.27  -0.663
C 2.42 -0.41 -0.74  -0.194
C 3.64 -0.88 -0.04  -0.163
C 4.87 -0.87 -0.70  -0.249
C 6.02 -1.26 -0.03  -0.730
C 5.96 -1.65 1.29  -0.410
C 4.74 -1.65 1.96  -0.733
C 3.59 -1.26 1.29  -0.063
C -2.03 0.51 0.79  -0.429
H -1.66 -5.57 0.17  0.420
H -3.16 -4.64 0.24  0.309
H -2.33 -4.87 -1.30  0.285
H -1.25 -3.33 1.12  0.390
H -0.42 -3.47 -0.45  0.328
H -3.05 -1.31 -1.93  0.442
H -2.32 -2.86 -2.38  0.388
H -0.05 -1.85 -2.21  0.197
H -0.75 -0.30 -1.74  0.145
H -1.05 -0.95 -3.35  0.480
H -5.24 0.33 -0.25  0.529
H -4.94 2.78 -0.35  0.432
H -4.48 4.93 0.47  0.374
H -3.15 5.93 -0.16  0.252
H -3.91 4.71 -1.21  0.396
H -0.63 3.49 0.78  0.311
H 1.54 3.74 0.62  0.427
H 1.94 3.20 2.27  0.361
H 3.82 2.78 0.51  0.485
H 3.24 1.30 1.33  0.246
H 1.51 -0.61 -0.18  -0.113
H 2.34 -0.78 -1.76  0.659
H 4.91 -0.55 -1.73  0.404
H 6.97 -1.25 -0.55  0.392
H 6.86 -1.95 1.81  0.390
H 4.69 -1.95 2.99  0.403
H 2.64 -1.26 1.81  0.467
H -1.24 -0.14 1.11  0.609



# 5
C21H28N3O4S | ωB97M-V with the def2-TZVPD basis set

Values from the calculation:
* energy: -45721.483 eV
* 2S+1: 1
* charge: +1
* energy above the lowest of the compared OMol25 structures with the same formula, charge and spin: 0.000 eV
* molar mass: 418.5 g mol⁻¹
* orbital gap: 8.585 eV

Each line ends with the Mulliken charge.
Atoms and positions in Å:
O -2.91 -2.39 1.42  -0.712
C -2.83 -1.96 0.28  0.746
C -3.53 -0.61 0.04  -0.581
N -3.13 0.19 1.21  0.474
C -3.92 1.40 1.49  -0.931
C -3.46 2.60 0.65  0.044
C -2.10 3.18 1.07  -0.433
C -1.60 3.76 -0.25  -0.718
C -2.11 2.72 -1.25  0.089
O -3.33 2.21 -0.71  -0.499
N -2.22 -2.62 -0.71  -0.026
C -1.68 -2.04 -1.92  -0.596
C -0.13 -2.00 -1.81  -0.634
N 0.30 -2.21 -0.45  0.122
S 0.28 -0.85 0.53  1.427
O -0.73 0.09 0.07  -0.472
O 0.13 -1.25 1.89  -0.843
C 1.89 -0.16 0.23  0.099
C 2.03 0.93 -0.63  -0.421
C 3.28 1.43 -0.89  -1.270
C 4.42 0.85 -0.29  0.958
C 5.72 1.33 -0.54  -0.795
C 6.81 0.75 0.05  -0.543
C 6.65 -0.34 0.92  -0.570
C 5.40 -0.84 1.18  -0.783
C 4.26 -0.27 0.58  0.409
C 2.96 -0.76 0.83  -0.567
C -0.10 -3.48 0.12  -0.829
C -1.52 -3.85 -0.35  -0.772
H -3.27 -0.08 -0.88  0.147
H -4.61 -0.79 0.06  0.682
H -3.13 -0.48 1.99  0.468
H -2.12 0.42 1.00  -0.290
H -4.97 1.18 1.28  0.448
H -3.82 1.66 2.55  0.365
H -4.24 3.37 0.72  0.471
H -2.20 3.92 1.85  0.466
H -1.43 2.39 1.40  0.085
H -0.52 3.88 -0.29  0.369
H -2.07 4.73 -0.44  0.295
H -2.31 3.13 -2.24  0.398
H -1.39 1.89 -1.34  -0.209
H -2.07 -1.03 -2.07  0.163
H -1.99 -2.66 -2.77  0.488
H 0.26 -1.04 -2.13  0.284
H 0.32 -2.78 -2.43  0.355
H 1.15 1.37 -1.07  0.379
H 3.41 2.27 -1.54  0.430
H 5.84 2.18 -1.20  0.416
H 7.80 1.13 -0.14  0.408
H 7.52 -0.79 1.37  0.407
H 5.27 -1.68 1.84  0.442
H 2.80 -1.59 1.49  0.504
H -0.08 -3.35 1.20  0.438
H 0.62 -4.25 -0.17  0.476
H -2.08 -4.35 0.44  0.396
H -1.50 -4.48 -1.24  0.346



# 6
C21H28N4O3 | ωB97M-V with the def2-TZVPD basis set

Values from the calculation:
* energy: -34336.579 eV
* 2S+1: 1
* energy above the lowest of the compared OMol25 structures with the same formula, charge and spin: 0.465 eV
* molar mass: 384.5 g mol⁻¹
* orbital gap: 9.212 eV

Each line ends with the Mulliken charge.
Atoms and positions in Å:
C -0.78 8.87 0.99  -1.118
C -1.20 7.47 1.40  -0.292
O -0.88 6.50 0.40  -0.383
C 0.40 6.07 0.39  0.805
O 1.23 6.40 1.20  -0.655
N 0.65 5.25 -0.66  0.107
C -0.36 4.72 -1.54  -0.891
C -0.60 3.24 -1.24  -0.576
C 0.71 2.47 -1.36  -0.350
N 0.51 1.06 -1.07  -0.151
C 0.87 0.08 -1.93  0.442
O 1.37 0.32 -3.02  -0.671
C 0.61 -1.30 -1.44  0.617
C -0.51 -1.61 -0.67  -1.083
C -0.78 -2.89 -0.23  -0.750
C 0.13 -3.89 -0.56  0.995
C 1.26 -3.59 -1.37  0.570
C 1.50 -2.30 -1.82  -1.009
N 1.98 -4.73 -1.59  -0.733
C 1.33 -5.67 -0.97  -0.259
N 0.21 -5.24 -0.31  -0.002
C -0.67 -6.14 0.40  0.264
C 0.12 -7.19 1.21  -0.793
C -0.65 -7.40 2.52  -0.681
C -1.96 -6.63 2.35  -0.788
C -1.57 -5.47 1.45  -0.850
C 1.76 3.08 -0.42  -0.644
C 1.93 4.57 -0.73  -1.014
H -1.10 9.58 1.74  0.382
H 0.30 8.92 0.89  0.310
H -1.24 9.13 0.04  0.292
H -0.70 7.19 2.34  0.328
H -2.28 7.40 1.52  0.322
H -1.27 5.30 -1.42  0.442
H 0.00 4.83 -2.57  0.338
H -1.34 2.84 -1.95  0.383
H -1.00 3.14 -0.23  0.283
H 1.08 2.51 -2.39  0.278
H 0.19 0.82 -0.15  0.365
H -1.23 -0.83 -0.44  0.463
H -1.67 -3.08 0.34  0.242
H 2.35 -2.07 -2.44  0.499
H 1.63 -6.70 -0.97  0.477
H -1.31 -6.65 -0.33  0.020
H 0.22 -8.12 0.65  0.371
H 1.13 -6.82 1.41  0.367
H -0.09 -6.99 3.36  0.280
H -0.82 -8.46 2.73  0.329
H -2.70 -7.26 1.85  0.343
H -2.38 -6.30 3.30  0.374
H -1.00 -4.73 2.01  0.426
H -2.45 -4.99 1.00  0.435
H 2.71 2.57 -0.54  0.384
H 1.43 2.97 0.62  0.301
H 2.60 5.04 -0.02  0.503
H 2.32 4.69 -1.75  0.357



# 7
C21H28N4O3PS2 | ωB97M-V with the def2-TZVPD basis set

Values from the calculation:
* energy: -65283.939 eV
* 2S+1: 1
* charge: +1
* molar mass: 479.6 g mol⁻¹
* orbital gap: 6.359 eV

Each line ends with the Mulliken charge.
Atoms and positions in Å:
C 1.77 -2.44 3.19  -1.146
P 0.18 -2.17 2.29  0.077
O -0.19 -0.58 2.60  -0.281
C 0.51 -2.42 0.37  -0.653
C 1.86 -1.75 0.02  -1.320
C 1.81 -0.18 -0.01  1.199
C 2.75 0.51 1.02  -0.929
S 1.99 1.86 1.98  -0.146
C 1.32 3.07 0.80  -0.056
S 1.86 4.58 0.89  -0.137
N 0.36 2.56 -0.12  1.189
C 0.30 3.27 -1.38  -1.143
C 0.83 2.63 -2.48  0.241
C 0.81 3.18 -3.74  -0.845
C 0.26 4.44 -3.92  -0.452
C -0.26 5.08 -2.82  -0.717
C -0.27 4.52 -1.56  0.082
C -0.94 2.30 0.45  0.761
C -1.24 2.34 1.80  -0.641
C -2.50 2.03 2.26  -0.701
C -3.51 1.65 1.40  -0.662
C -3.21 1.63 0.05  -0.778
C -1.96 1.94 -0.42  -0.210
N -0.68 -2.06 -0.39  0.762
N -0.91 -0.91 -1.12  -0.690
C -1.62 -2.95 -0.34  0.006
C -1.11 -4.14 0.48  -0.203
O -1.70 -5.30 -0.16  -0.524
C 0.42 -3.99 0.25  1.089
N 0.87 -4.41 -1.05  -0.699
O 1.08 -4.72 1.26  -0.521
H 1.52 -3.08 4.04  0.401
H 2.25 -1.52 3.52  0.341
H 2.47 -3.02 2.57  0.400
H -0.74 -0.26 1.87  0.209
H 2.68 -2.10 0.65  0.539
H 2.11 -2.06 -1.01  0.311
H 2.11 0.16 -1.00  0.341
H 0.79 0.13 0.24  -0.900
H 3.67 0.87 0.54  0.431
H 3.07 -0.24 1.76  0.478
H 1.26 1.64 -2.34  0.116
H 1.24 2.59 -4.55  0.426
H 0.29 4.87 -4.92  0.415
H -0.69 6.07 -2.97  0.377
H -0.68 5.05 -0.71  0.472
H -0.49 2.60 2.54  0.341
H -2.75 2.06 3.32  0.399
H -4.50 1.38 1.76  0.450
H -3.99 1.33 -0.65  0.435
H -1.81 1.86 -1.49  0.539
H -0.08 -0.54 -1.56  0.201
H -1.69 -1.02 -1.76  0.302
H -2.58 -2.86 -0.83  0.364
H -1.49 -4.21 1.50  0.347
H -2.60 -5.08 -0.42  0.324
H 0.23 -5.07 -1.48  0.329
H 0.97 -3.64 -1.70  0.262
H 0.54 -5.49 1.46  0.396



# 8
C21H28N5O5S2Ti | ωB97M-V with the def2-TZVPD basis set

Values from the calculation:
* energy: -84699.015 eV
* expectation value of S²: 2.008
* 2S+1: 3
* charge: +1
* energy above the lowest of the compared OMol25 structures with the same formula, charge and spin: 0.000 eV
* molar mass: 542.5 g mol⁻¹
* orbital gap (alpha / beta): 6.560 / 7.962 eV

Each line ends with the Mulliken charge.
Atoms and positions in Å:
Ti 0.35 1.35 1.10  0.195
S -1.59 2.38 2.23  -0.558
C -0.66 3.81 1.80  0.593
C -1.06 5.13 2.02  -0.810
C -0.24 6.16 1.62  -0.138
C 0.98 5.88 1.00  -0.962
C 1.31 4.56 0.82  -0.090
N 0.52 3.55 1.21  0.095
H -2.01 5.32 2.50  0.438
H -0.54 7.18 1.79  0.396
H 1.65 6.66 0.67  0.425
H 2.25 4.27 0.35  0.402
O 1.42 1.11 -0.82  -0.387
C 2.33 -0.02 -0.74  -0.342
C 3.65 0.38 -0.10  -0.727
C 3.55 1.10 1.25  -0.433
C 2.89 0.37 2.39  0.724
C 3.62 -0.47 3.22  -0.769
C 3.02 -1.07 4.31  -0.437
C 1.68 -0.79 4.56  -0.856
C 1.00 0.05 3.70  -0.245
N 1.58 0.60 2.62  0.384
H 1.81 1.82 -1.35  0.239
H 2.43 -0.45 -1.73  0.509
H 1.79 -0.74 -0.12  0.104
H 4.21 1.02 -0.79  0.400
H 4.24 -0.53 -0.01  0.404
H 3.04 2.06 1.11  -0.302
H 4.56 1.35 1.56  0.562
H 4.67 -0.63 3.00  0.472
H 3.58 -1.73 4.96  0.438
H 1.17 -1.20 5.41  0.457
H -0.04 0.31 3.86  0.459
C -0.66 -4.38 -4.68  -1.180
C -1.41 -3.06 -4.57  -0.505
S -1.59 -2.55 -2.88  1.239
O -0.49 -1.66 -2.57  -0.591
O -1.82 -3.70 -2.05  -0.665
C -3.09 -1.58 -2.81  -0.837
C -3.63 -1.46 -1.37  -1.065
N -2.57 -1.33 -0.37  0.343
C -1.71 -0.28 -0.28  0.551
N -0.75 -0.52 0.59  0.596
C -0.99 -1.76 1.12  -0.802
C -2.10 -2.27 0.52  -0.389
N -2.71 -3.55 0.81  1.148
O -2.02 -4.33 1.41  -0.599
O -3.82 -3.77 0.36  -0.645
C -1.85 0.94 -1.12  -1.280
H -0.58 -4.63 -5.74  0.390
H -1.19 -5.17 -4.16  0.334
H 0.34 -4.30 -4.28  0.332
H -2.41 -3.13 -5.01  0.380
H -0.87 -2.25 -5.07  0.362
H -3.85 -2.09 -3.40  0.625
H -2.90 -0.62 -3.27  0.438
H -4.20 -2.34 -1.11  0.462
H -4.28 -0.59 -1.30  0.420
H -0.38 -2.21 1.88  0.627
H -2.88 1.27 -1.16  0.472
H -1.47 0.73 -2.13  0.230
H -1.29 1.81 -0.74  -0.033